1.
Formula: C5H27N2O8
Source: the Open Molecules 2025 dataset
Level of theory: the ωB97M-V functional and the def2-TZVPD basis

Geometry as XYZ:
```
42
C5H27N2O8 (the ωB97M-V functional and the def2-TZVPD basis)
H 1.455 1.726 2.462
H -1.165 1.660 0.113
H -0.201 2.530 -2.282
H 0.651 0.979 1.439
O 0.264 -0.716 1.460
O 1.316 1.716 1.511
C -0.897 -2.435 0.157
C -0.886 2.964 -1.539
O 3.394 -0.513 -2.391
H 3.203 0.421 -2.472
N -0.951 -1.415 -0.872
H -0.755 -2.180 2.423
H 1.706 -1.218 0.574
H -1.691 3.485 -2.064
H 2.863 -0.747 -1.605
H -1.893 -2.802 0.472
H -2.082 1.093 1.853
H 0.906 -0.197 4.242
N -1.598 1.928 -0.761
C -1.943 0.725 -1.575
H 0.631 -2.772 1.702
H -2.890 0.980 -2.066
H -1.123 0.669 -2.300
H 4.242 1.191 0.679
O -1.683 1.198 2.707
O 3.470 1.263 0.129
H 2.652 1.380 0.683
C -0.177 -2.050 1.488
H -0.103 -0.867 -0.748
O 2.568 -1.488 0.187
H -1.805 -1.806 -2.797
H -2.914 -1.140 -1.018
H -1.597 -0.965 -4.020
H -0.366 3.574 -0.814
O -2.303 -1.395 -3.526
O 1.639 -0.198 3.620
C -2.105 -0.484 -0.681
H -2.341 -0.298 0.371
H -0.377 -3.266 -0.340
H 1.181 -0.453 2.733
H -1.067 0.458 2.801
H 2.770 -0.534 0.062
```

E_HOMO	-5.72	eV
frontier orbital gap	8.87	eV
total charge	-1
strongest force on any atom	0.04708	Eh/bohr
relative energy (zero: lowest compared OMol25 entry of this formula, charge and spin)	48.8	kcal/mol



2.
Formula: C4H5NO
Source: the Open Molecules 2025 dataset
Level of theory: the ωB97M-V functional and the def2-TZVPD basis

Geometry as XYZ:
```
11
C4H5NO (the ωB97M-V functional and the def2-TZVPD basis)
C 0.881 -0.207 0.930
C 0.266 -0.826 -0.333
H 0.814 -0.697 -1.268
N -0.804 2.200 -1.749
C -0.857 1.326 -0.994
O -0.340 0.507 1.217
H 1.153 -0.887 1.744
H -1.894 -0.220 -0.002
H 1.702 0.492 0.734
C -0.874 0.177 -0.065
H -0.047 -1.864 -0.214
```

SMILES	N#C[C@H]1CCO1
E_HOMO	-10.72	eV
frontier orbital gap	11.56	eV
total charge	0
strongest force on any atom	0.02181	Eh/bohr
relative energy (zero: lowest compared OMol25 entry of this formula, charge and spin)	37.5	kcal/mol



3.
Formula: C21H32N2O6S2
Source: the Open Molecules 2025 dataset
Level of theory: the ωB97M-V functional and the def2-TZVPD basis

Geometry as XYZ:
```
63
C21H32N2O6S2 (the ωB97M-V functional and the def2-TZVPD basis)
H 1.068 1.762 2.569
C 1.541 3.712 -0.093
O -1.026 3.931 -4.513
C -1.783 -0.660 -1.469
H 1.187 2.998 -4.357
C 0.901 3.267 -3.341
H 0.514 -3.197 0.251
N -0.044 2.209 -1.287
C -1.882 0.416 -0.607
H 0.012 1.323 -3.123
H 0.979 4.553 -0.499
H 1.518 -3.274 1.715
H 1.206 4.271 1.955
H 0.337 -4.007 3.843
H 2.014 -5.626 2.738
C 1.400 1.280 0.501
H -2.998 3.990 -3.940
H 1.595 1.474 -2.329
N -0.488 -3.667 1.981
H 0.753 0.399 0.521
H -2.261 5.577 -4.272
H 2.018 -5.228 0.289
C -2.033 0.235 0.758
C -2.313 4.535 -4.591
S -1.917 -3.776 1.112
O -1.847 -4.721 0.032
H 2.246 1.064 -0.155
C 0.705 -3.762 1.166
O -2.173 2.090 -2.606
H 0.293 -5.634 0.214
C -0.376 4.082 -3.365
H 2.393 3.505 -0.744
S -1.689 2.085 -1.258
C 0.625 2.489 -0.035
O -2.987 -3.900 2.055
H 1.682 3.865 -2.874
C -0.113 -5.917 2.916
H -1.744 -2.819 -1.587
H 1.413 -7.061 1.899
C 0.647 1.980 -2.526
H 2.478 0.736 2.289
C -0.432 -4.450 3.200
H -0.195 2.717 0.652
C 1.077 -5.209 0.841
H 3.690 2.634 1.276
C 1.193 -6.018 2.131
H -1.701 -0.477 -2.529
H 2.709 4.898 1.275
C 1.917 1.591 1.904
H -2.621 4.460 -5.631
H -0.929 -6.340 2.326
C 2.052 4.028 1.310
C -2.061 -1.050 1.273
O -0.737 4.784 -2.457
H -1.405 -4.348 3.679
H 3.144 3.058 2.899
H -0.042 -6.466 3.856
C -1.938 -2.124 0.411
C -1.813 -1.947 -0.954
H -2.180 -1.240 2.328
O -2.245 2.986 -0.299
C 2.806 2.832 1.886
H -2.137 1.104 1.388
```

SMILES	COC(=O)CCN(C1CCCCC1)S(=O)(=O)c1ccc(S(=O)(=O)N2CCCCC2)cc1
E_HOMO	-9.21	eV
frontier orbital gap	9.36	eV
total charge	0
strongest force on any atom	0.02280	Eh/bohr